1.
Below is one molecule with the formula C4H8N2 in a non-equilibrium geometry, with properties calculated with wB97M-V/def2-TZVPD.

The geometry in XYZ format:
```
14
Properties=species:S:1:pos:R:3:lowdin_charge:R:1
C -1.876 -0.018 -0.497 -0.078
C -0.751 -0.006 0.532 -0.382
C 0.253 -1.121 0.382 -0.168
C 0.164 1.149 0.315 -0.149
H -2.359 0.982 -0.547 0.081
H -1.450 -0.290 -1.489 0.089
H -2.658 -0.807 -0.271 0.091
H -1.170 0.029 1.528 0.126
H -0.197 -2.035 -0.055 0.118
H 0.705 -1.390 1.357 0.116
H 2.225 -0.938 -0.383 0.112
H -0.048 2.185 0.511 0.104
N 1.304 -0.513 -0.500 -0.073
N 1.298 0.833 -0.220 0.013
```

Properties
Multiplicity = 1
Energy relative to the best compared isomer or geometry (same formula, charge and spin) = 26.2 kcal per mole
Calculated total energy = -7256.740 eV
Structure (SMILES) = C[C@@H]1C=NNC1
HOMO energy = -8.52 eV
Charge = 0
Largest force on an atom = 0.0353 hartree/bohr

***

2.
Below is one molecule with the formula C4H8N2 in a non-equilibrium geometry, with properties calculated with wB97M-V/def2-TZVPD.

The geometry in XYZ format:
```
14
Properties=species:S:1:pos:R:3:lowdin_charge:R:1
C -1.676 1.219 0.083 -0.067
C -0.357 0.519 0.045 -0.389
C 1.234 -1.159 -0.043 -0.197
C 0.128 -0.497 -0.959 -0.122
H -2.004 1.781 -0.817 0.075
H -1.512 1.976 0.887 0.072
H -2.527 0.513 0.543 0.121
H 1.822 -0.506 1.775 0.156
H 2.058 -1.671 -0.624 0.114
H 0.786 -1.956 0.531 0.090
H -0.697 -1.140 -1.234 0.094
H 0.493 0.072 -1.886 0.135
N 0.578 0.840 0.905 0.019
N 1.675 0.009 0.796 -0.102
```

Properties
Multiplicity = 1
Energy relative to the best compared isomer or geometry (same formula, charge and spin) = 41.0 kcal per mole
Calculated total energy = -7256.096 eV
Structure (SMILES) = CC1=NNCC1
HOMO energy = -8.61 eV
Charge = 0
Largest force on an atom = 0.0745 hartree/bohr

***

3.
Below is one molecule with the formula C4H8N2 in a non-equilibrium geometry, with properties calculated with wB97M-V/def2-TZVPD.

The geometry in XYZ format:
```
14
Properties=species:S:1:pos:R:3:lowdin_charge:R:1
C -0.484 1.654 0.142 -0.070
N -0.413 0.120 -0.374 -0.313
C -1.101 -0.898 0.411 -0.058
C 0.901 -0.227 -0.878 -0.179
C 1.861 -0.421 0.226 -0.202
N 2.580 -0.605 1.111 0.161
H -1.186 1.615 0.982 0.003
H -0.929 0.860 -1.004 0.111
H 0.512 1.896 0.534 0.004
H -0.615 -0.998 1.389 0.097
H -1.095 -1.864 -0.106 0.092
H -2.136 -0.585 0.560 0.093
H 1.241 0.597 -1.515 0.132
H 0.864 -1.144 -1.478 0.130
```

Properties
Multiplicity = 1
Energy relative to the best compared isomer or geometry (same formula, charge and spin) = 99.1 kcal per mole
Calculated total energy = -7253.578 eV
HOMO energy = -7.79 eV
Charge = 0
Largest force on an atom = 0.0198 hartree/bohr

***

4.
Below is one molecule with the formula C4H8N2 in a non-equilibrium geometry, with properties calculated with wB97M-V/def2-TZVPD.

The geometry in XYZ format:
```
14
Properties=species:S:1:pos:R:3:lowdin_charge:R:1
C 0.340 -0.659 -0.504 -0.332
C -0.638 0.019 0.254 -0.312
C 1.742 -0.119 -0.621 -0.025
C -0.845 0.960 1.349 -0.024
N -1.825 -0.546 -0.931 0.085
N -0.626 0.227 -1.171 -0.043
H 0.169 -1.698 -0.725 0.118
H 1.932 0.269 0.439 0.106
H 1.845 0.674 -1.297 0.059
H 2.367 -0.936 -0.920 0.068
H -1.746 0.500 1.780 0.090
H -1.009 1.995 1.051 0.092
H -0.179 0.855 2.177 0.071
H -1.530 -1.541 -0.880 0.047
```

Properties
Multiplicity = 1
Energy relative to the best compared isomer or geometry (same formula, charge and spin) = 104.4 kcal per mole
Calculated total energy = -7253.349 eV
Structure (SMILES) = C[C@@H]1N2N[C@@]12C
HOMO energy = -9.33 eV
Charge = 0
Largest force on an atom = 0.0746 hartree/bohr